Record 1
ORCA calculation (wB97M-V/def2-TZVPD) on C31H37BrFGdINS6 as an isolated structure.

Last column: Mulliken spin population.
Element x y z (Å)
Gd1 -1.01 0.11 0.64  7.52
C1 -3.37 -3.47 -1.79  0.00
C2 -4.01 -2.09 -1.63  0.00
S1 -2.94 -0.64 -1.75  0.00
C3 -2.14 -0.83 -3.35  0.00
C4 -0.92 -1.76 -3.44  0.00
S2 0.18 -1.74 -2.00  -0.01
C5 0.49 -3.50 -1.78  0.00
C6 -0.73 -4.43 -1.62  0.00
S3 -2.07 -3.83 -0.57  0.00
H1 -2.96 -3.59 -2.79  0.00
H2 -4.15 -4.22 -1.67  0.00
H3 -4.46 -1.98 -0.64  0.00
H4 -4.79 -1.97 -2.38  0.00
H5 -1.85 0.19 -3.62  0.00
H6 -2.90 -1.15 -4.07  0.00
H7 -0.32 -1.46 -4.31  0.00
H8 -1.23 -2.79 -3.60  0.00
H9 1.13 -3.55 -0.90  0.00
H10 1.09 -3.85 -2.62  0.00
H11 -0.37 -5.37 -1.19  0.00
H12 -1.15 -4.69 -2.59  0.00
S4 -5.42 0.19 2.49  -0.02
C7 -3.79 0.12 2.09  0.00
S5 -3.00 -1.38 1.74  -0.16
S6 -2.84 1.59 2.00  -0.16
C8 3.06 2.95 2.99  0.00
C9 1.68 2.44 3.42  -0.01
C10 0.62 2.93 2.44  0.00
C11 1.67 0.95 3.80  -0.03
C12 1.96 0.68 5.14  0.00
C13 2.09 -0.61 5.62  0.00
C14 1.94 -1.66 4.73  0.00
C15 1.65 -1.45 3.39  -0.02
C16 1.54 -2.69 2.51  -0.01
C17 2.58 -2.77 1.38  0.00
C18 0.13 -2.95 1.98  -0.01
C19 1.48 -0.13 2.92  -0.04
N1 1.13 0.11 1.56  -0.05
C20 2.18 0.48 0.73  -0.01
C21 3.55 0.41 1.04  0.00
C22 4.52 0.79 0.12  0.00
C23 4.18 1.25 -1.15  0.00
C24 2.84 1.33 -1.49  0.00
C25 1.92 0.95 -0.55  0.01
F1 0.57 1.05 -0.89  -0.01
H13 3.07 4.04 3.00  0.00
H14 3.32 2.61 1.99  0.00
H15 3.85 2.60 3.67  0.00
H16 1.46 2.95 4.37  0.00
H17 0.86 2.67 1.42  0.00
H18 0.56 4.03 2.48  0.00
H19 -0.36 2.55 2.69  0.00
H20 2.09 1.52 5.82  0.00
H21 2.31 -0.79 6.66  0.00
H22 2.06 -2.68 5.09  0.00
H23 1.76 -3.53 3.18  0.00
H24 2.34 -2.10 0.56  0.00
H25 2.63 -3.79 0.99  0.00
H26 3.57 -2.50 1.74  0.00
H27 -0.15 -2.21 1.23  0.00
H28 -0.61 -2.89 2.78  0.00
H29 0.05 -3.93 1.51  0.00
H30 3.84 0.07 2.02  0.00
H31 5.56 0.72 0.41  0.00
H32 4.94 1.54 -1.86  0.00
H33 2.51 1.68 -2.45  0.00
Br1 -0.18 2.32 -3.69  0.00
C26 -1.73 3.39 -3.87  0.00
C27 -1.96 3.98 -5.11  0.00
C28 -3.07 4.78 -5.29  0.00
C29 -3.96 4.99 -4.24  0.00
C30 -3.72 4.40 -3.01  0.00
C31 -2.60 3.60 -2.81  0.00
I1 -2.48 2.79 -0.87  -0.01
H34 -1.26 3.80 -5.92  0.00
H35 -3.25 5.23 -6.26  0.00
H36 -4.83 5.62 -4.38  0.00
H37 -4.41 4.56 -2.19  0.00

Calculated values
HOMO level (alpha / beta) ... -7.22 / -7.30 eV
Energy above the lowest of the compared OMol25 structures with the same formula, charge and spin ... 0.0 kJ/mol
Spin multiplicity ... 8

Record 2
ORCA calculation (wB97M-V/def2-TZVPD) on C7H15N2 as an isolated structure.

Last column: Mulliken spin population.
Element x y z (Å)
C1 -1.84 0.67 -1.07  0.35
C2 -0.30 -0.12 -0.25  0.63
C3 -0.12 -2.92 -0.41  0.95
C4 2.33 -0.40 0.00  0.01
C5 1.15 1.79 0.20  0.06
C6 -2.07 0.77 1.46  0.01
C7 0.97 0.30 0.40  0.02
N1 -1.48 0.42 0.19  -0.07
N2 -0.73 0.17 -1.63  -0.01
H1 -2.61 1.18 -1.50  0.01
H2 -1.24 -3.30 -0.61  -0.01
H3 0.39 -3.01 0.51  0.02
H4 0.45 -2.82 -1.28  0.02
H5 2.18 -1.61 0.11  0.00
H6 3.14 -0.02 0.56  0.00
H7 2.57 -0.25 -1.03  0.00
H8 2.12 2.12 0.10  0.00
H9 0.56 2.45 0.92  0.00
H10 0.74 1.88 -0.88  0.00
H11 -3.00 0.34 1.50  0.00
H12 -1.40 0.31 2.22  0.00
H13 -2.24 1.96 1.61  0.00
H14 0.79 -0.01 1.47  0.01
H15 -0.38 0.10 -2.59  0.00

Calculated values
Net charge ... +1
HOMO level (alpha / beta) ... -11.65 / -14.81 eV
Energy above the lowest of the compared OMol25 structures with the same formula, charge and spin ... 225.5 kJ/mol
Spin multiplicity ... 3

Record 3
ORCA calculation (wB97M-V/def2-TZVPD) on C48H30AuCl4N6 as an isolated structure.

Last column: Mulliken charge in e.
Element x y z (Å)
Au1 -0.01 -0.03 1.06  2.07
Cl1 6.83 -4.27 5.34  -0.19
C1 5.52 -3.73 4.37  0.34
C2 4.87 -4.61 3.51  -1.05
C3 3.81 -4.18 2.74  -0.19
C4 3.39 -2.85 2.79  -0.27
C5 4.07 -1.97 3.65  0.04
C6 5.12 -2.40 4.43  -0.97
C7 2.34 -2.24 1.97  1.18
C8 2.75 -1.02 1.35  0.07
C9 4.08 -0.75 0.95  -1.21
C10 4.07 0.48 0.34  -1.23
C11 2.74 0.96 0.40  0.51
C12 2.31 2.26 0.09  1.42
C13 3.28 3.26 -0.37  -0.16
C14 3.07 3.95 -1.56  0.02
C15 3.97 4.92 -1.98  -0.93
C16 5.07 5.23 -1.19  0.36
Cl2 6.17 6.46 -1.69  -0.19
C17 5.28 4.56 0.00  -1.01
C18 4.40 3.57 0.40  -0.26
C19 1.02 2.70 0.37  -0.17
N1 -0.04 1.93 0.74  -0.72
C20 -1.05 2.77 1.13  0.33
C21 -2.31 2.35 1.53  1.31
C22 -3.24 3.26 2.20  -0.29
C23 -3.62 4.50 1.68  -0.19
C24 -4.47 5.34 2.39  -1.05
C25 -4.92 4.96 3.64  0.35
Cl3 -5.95 6.00 4.54  -0.20
C26 -4.55 3.72 4.18  -1.17
C27 -3.74 2.88 3.45  0.17
C28 -2.76 1.02 1.32  0.33
C29 -4.11 0.63 1.27  -1.27
C30 -4.14 -0.70 0.96  -1.24
C31 -2.80 -1.13 0.84  0.15
N2 -1.97 -0.06 1.03  -0.50
C32 -2.37 -2.48 0.84  1.26
C33 -1.06 -2.85 1.13  0.09
C34 -0.64 -4.17 1.48  -1.33
C35 0.62 -4.08 1.96  -1.12
C36 1.05 -2.73 1.78  0.37
N3 0.01 -2.00 1.27  -0.65
C37 -3.42 -3.51 0.75  0.21
C38 -4.27 -3.58 -0.36  -0.07
C39 -5.23 -4.56 -0.46  -0.93
C40 -5.38 -5.49 0.57  0.33
Cl4 -6.57 -6.73 0.45  -0.19
C41 -4.57 -5.42 1.70  -1.08
C42 -3.60 -4.44 1.78  -0.31
C43 -0.59 4.12 1.02  -1.45
C44 0.66 4.08 0.51  -1.16
N4 1.94 0.00 0.98  -0.41
H1 5.20 -5.64 3.45  0.43
H2 3.37 -4.87 2.03  0.55
H3 3.75 -0.95 3.71  0.53
H4 5.63 -1.71 5.08  0.43
H5 4.91 -1.41 1.08  0.65
H6 4.89 0.99 -0.12  0.73
H7 2.22 3.71 -2.17  0.51
H8 3.81 5.44 -2.91  0.44
H9 6.13 4.82 0.62  0.42
H10 4.55 3.07 1.35  0.55
H11 -3.31 4.78 0.69  0.70
H12 -4.78 6.28 1.97  0.42
H13 -4.91 3.44 5.15  0.45
H14 -3.47 1.92 3.86  0.56
H15 -4.94 1.29 1.44  0.63
H16 -5.01 -1.32 0.85  0.57
H17 -1.25 -5.05 1.38  0.75
H18 1.21 -4.87 2.39  0.61
H19 -4.15 -2.87 -1.16  0.52
H20 -5.86 -4.62 -1.33  0.42
H21 -4.71 -6.12 2.51  0.42
H22 -3.00 -4.36 2.68  0.60
H23 -1.16 4.99 1.27  0.73
H24 1.31 4.90 0.29  0.55
C45 -0.29 2.43 6.42  -0.89
N5 -0.49 1.46 5.38  0.20
C46 -1.41 0.44 5.40  -1.03
C47 -1.25 -0.23 4.22  -0.45
N6 -0.27 0.35 3.49  0.38
C48 0.16 1.36 4.21  -0.67
H25 -0.11 1.92 7.37  0.36
H26 -1.16 3.07 6.53  0.32
H27 0.58 3.05 6.18  0.31
H28 -2.07 0.29 6.22  0.49
H29 -1.77 -1.10 3.85  0.47
H30 0.96 2.02 3.92  0.57

Calculated values
Net charge ... +1
HOMO level ... -9.63 eV
Spin multiplicity ... 1

Record 4
ORCA calculation (wB97M-V/def2-TZVPD) on C15H16AsBr2GdIN5O6P2S4 as an isolated structure.

Last column: Mulliken spin population.
Element x y z (Å)
Gd1 1.28 -0.60 -0.05  7.57
N1 0.34 3.06 2.53  0.00
C1 1.36 2.75 1.46  0.01
C2 2.36 3.89 1.33  0.00
P1 2.11 1.22 2.25  -0.03
O1 3.30 0.80 1.25  -0.01
O2 2.53 1.67 3.59  0.00
O3 1.00 0.22 2.06  -0.06
P2 0.51 2.45 -0.15  -0.03
O4 -0.70 1.42 0.23  -0.02
O5 -0.06 3.72 -0.65  0.00
O6 1.49 1.57 -0.89  -0.03
H1 0.81 2.92 3.44  0.00
H2 -0.43 2.38 2.48  0.00
H3 -0.03 4.01 2.44  0.00
H4 2.97 3.98 2.23  0.00
H5 1.85 4.83 1.12  0.00
H6 3.01 3.67 0.48  0.00
H7 4.06 0.46 1.75  0.00
H8 -1.56 1.85 0.19  0.00
S1 4.84 -5.83 1.78  -0.04
As1 3.91 -4.46 3.07  -0.01
S2 0.92 -3.34 0.43  -0.01
S3 2.47 -2.49 1.51  -0.28
S4 5.23 -3.02 3.90  -0.03
Br1 -2.27 0.96 3.48  0.00
C3 -3.60 0.13 2.30  0.00
C4 -4.86 0.71 2.37  0.00
C5 -5.88 0.15 1.63  0.00
C6 -5.62 -0.96 0.84  0.00
C7 -4.34 -1.50 0.81  0.00
C8 -3.27 -0.97 1.54  0.00
I1 -1.29 -2.09 1.19  -0.01
H9 -5.04 1.57 3.00  0.00
H10 -6.88 0.58 1.66  0.00
H11 -6.41 -1.41 0.25  0.00
H12 -4.15 -2.36 0.18  0.00
Br2 -2.43 -4.16 -3.91  0.00
C9 -1.50 -2.55 -3.63  0.00
C10 -1.40 -1.59 -4.62  0.00
C11 -0.72 -0.42 -4.34  0.00
C12 -0.17 -0.26 -3.08  0.00
N2 -0.26 -1.19 -2.13  0.00
C13 -0.90 -2.33 -2.39  0.00
H13 -1.85 -1.76 -5.59  0.00
H14 -0.60 0.36 -5.08  0.00
H15 0.37 0.65 -2.81  -0.01
H16 -0.94 -3.07 -1.61  0.00
N3 2.97 -1.11 -1.61  -0.03
C14 3.75 -1.00 -2.48  0.01
N4 4.66 -0.83 -3.36  0.00
C15 4.55 -1.19 -4.62  0.00
N5 4.54 -1.47 -5.75  0.00

Calculated values
Net charge ... -2
HOMO level (alpha / beta) ... -1.24 / -1.32 eV
Energy above the lowest of the compared OMol25 structures with the same formula, charge and spin ... 131.3 kJ/mol
Spin multiplicity ... 8

Record 5
ORCA calculation (wB97M-V/def2-TZVPD) on a 2-piece molecular cluster, C4H8FN2 overall.

Last column: Mulliken charge in e.
Element x y z (Å)
C1 -2.12 1.64 -1.46  -0.74
C2 -1.50 2.62 -0.81  -0.04
C3 0.87 0.28 0.24  0.37
C4 -0.20 -1.61 -1.09  -0.66
N1 0.38 -0.45 -0.52  0.15
N2 1.58 1.18 0.86  -0.34
F1 -1.63 2.56 0.48  -0.22
H1 -3.01 0.98 -1.23  0.31
H2 -2.10 1.33 -2.46  0.37
H3 -0.05 -2.44 -0.46  0.38
H4 -1.31 -1.47 -1.34  0.26
H5 0.27 -1.85 -1.99  0.34
H6 -0.58 3.04 -1.21  0.33
H7 1.68 1.31 1.85  0.26
H8 2.19 1.66 0.34  0.24

Calculated values
Net charge ... +1
HOMO level ... -13.26 eV
Energy above the lowest of the compared OMol25 structures with the same formula, charge and spin ... 338.4 kJ/mol
Spin multiplicity ... 1

Computed molecular weight, in the same sequence as the records: 999.10 127.21 1029.59 1071.42 103.12 g/mol.